No. 1
Here is the molecule C21H23N3O5S from the OMol25 dataset. Energies are from wB97M-V/def2-TZVPD.

Values from the calculation:
- HOMO energy (eV) = -8.66
- SMILES = CCN(CC)S(=O)(=O)c1ccc(OC)c(NC(=O)c2cc(=O)[nH]c3ccccc23)c1
- strongest force on any atom (eV/Å) = 1.12
- energy above the lowest of the compared OMol25 structures with the same formula, charge and spin (kJ/mol) = 207.38
- LUMO level (eV) = -0.19
- frontier orbital gap (Eh) = 0.3111

```
! RIJCOSX wB97M-V def2-TZVPD def2/J DEFGRID3
* xyz 0 1
C 0.01883 -1.80181 -2.64346
C 0.67308 -3.15235 -2.36026
N 2.10655 -3.08407 -2.23218
C 2.95364 -2.86740 -3.38117
C 3.46278 -1.43420 -3.51248
S 2.73883 -3.17073 -0.71498
O 2.20781 -4.32483 -0.04560
O 4.16027 -3.03067 -0.82435
C 2.05045 -1.73883 0.12873
C 2.51796 -0.46768 -0.12604
C 1.93501 0.61961 0.50500
C 0.87903 0.44219 1.39248
O 0.26928 1.44339 2.07689
C 0.66318 2.77428 1.83728
C 0.39979 -0.86138 1.63936
N -0.65022 -1.09025 2.54133
C -1.85047 -0.45436 2.63498
O -2.62846 -0.71412 3.52709
C -2.16166 0.50280 1.52699
C -2.05893 0.07994 0.24565
C -2.36863 0.93739 -0.88378
O -2.26189 0.62548 -2.05562
N -2.79303 2.20244 -0.53357
C -2.94041 2.67138 0.74332
C -3.38281 3.97561 0.97741
C -3.51728 4.43488 2.26801
C -3.21503 3.60581 3.34668
C -2.77607 2.31998 3.13149
C -2.63181 1.82770 1.82913
C 1.00727 -1.93826 1.01201
H 0.30446 -1.06885 -1.89303
H 0.31520 -1.42981 -3.62036
H -1.06335 -1.89446 -2.63554
H 0.41631 -3.86138 -3.15612
H 0.31225 -3.56282 -1.41539
H 3.81190 -3.53807 -3.28839
H 2.38248 -3.15129 -4.26870
H 4.15744 -1.22578 -2.70396
H 3.98829 -1.31906 -4.45751
H 2.64218 -0.72246 -3.47701
H 3.34487 -0.33035 -0.80187
H 2.32118 1.60694 0.31072
H 0.52057 3.04997 0.78804
H 1.70552 2.94163 2.12350
H 0.01288 3.38533 2.46138
H -0.53056 -1.86452 3.18367
H -1.73907 -0.92086 -0.00059
H -3.02896 2.81824 -1.30338
H -3.61898 4.61311 0.13760
H -3.86176 5.44265 2.44456
H -3.32849 3.97625 4.35372
H -2.55094 1.67127 3.96211
H 0.67949 -2.94759 1.20622
*
```

=====

No. 2
Here is a structure of composition C21H23N4O2Pd from the OMol25 dataset. Energies are from wB97M-V/def2-TZVPD.

Values from the calculation:
- HOMO energy (alpha / beta) (eV) = -17.89 / -17.90
- strongest force on any atom (eV/Å) = 4.77
- LUMO level (alpha / beta) (eV) = -13.23 / -13.23
- frontier orbital gap (alpha / beta) (Eh) = 0.1712 / 0.1716

```
! RIJCOSX wB97M-V def2-TZVPD def2/J DEFGRID3
* xyz 3 1
Pd 0.01384 -0.43864 0.52304
C -2.60946 -0.04134 -4.14406
C -1.61116 -1.01834 -4.16166
C -0.54676 -0.95594 -3.29326
C -0.44406 0.13096 -2.38736
C -1.48656 1.09806 -2.34196
C -2.53436 1.01176 -3.22816
N 0.62724 0.27736 -1.55696
C 1.87794 0.59596 -1.81566
C 2.39874 0.90496 -3.10696
C 3.72894 1.20726 -3.24876
C 4.59694 1.24846 -2.13866
C 4.13114 0.97806 -0.86536
C 2.77744 0.66686 -0.67496
N 2.18804 0.41856 0.51554
N 2.75554 0.56096 1.62404
C 2.13184 0.18506 2.76404
C 2.74104 0.45466 3.99854
C 2.11864 0.02676 5.15864
C 0.93734 -0.69344 5.06104
C 0.38204 -0.91884 3.79724
N 0.94304 -0.47264 2.68884
H -3.44176 -0.10294 -4.82936
H -1.66176 -1.82624 -4.87886
H 0.23104 -1.70524 -3.30016
H -1.40876 1.91646 -1.63766
H -3.30686 1.76796 -3.21616
H 1.73484 0.88516 -3.95866
H 4.12494 1.41716 -4.23246
H 5.63694 1.50916 -2.28466
H 4.79134 1.01116 -0.00866
H 3.67724 0.99246 4.01544
H 2.55314 0.24526 6.12684
H 0.44704 -1.08214 5.93824
H -0.53236 -1.49524 3.69924
C -1.96776 -2.84724 -0.17736
O -1.74006 -1.95024 0.91544
C -2.88686 -1.23054 1.37704
C -3.00346 0.14206 0.69104
O -1.79826 0.91156 0.81804
C -1.75066 1.75356 1.96884
H -2.79796 -3.52194 0.05164
H -1.06396 -3.45244 -0.27856
H -2.17606 -2.31644 -1.11436
H -2.75986 -1.11274 2.46014
H -3.80456 -1.80354 1.19884
H -3.84636 0.69526 1.11764
H -3.16896 0.01746 -0.38496
H -2.53206 2.51656 1.89824
H -0.77956 2.24856 1.96224
H -1.88606 1.19076 2.89564
*
```

=====

No. 3
Here is the molecule C21H23N7O4S2 from the OMol25 dataset. Energies are from wB97M-V/def2-TZVPD.

Values from the calculation:
- HOMO energy (eV) = -8.10
- SMILES = NS(=O)(=O)c1ccc(NC(=O)CSc2nc(Nc3ccccc3)nc(N3CCOCC3)n2)cc1
- strongest force on any atom (eV/Å) = 1.01
- LUMO level (eV) = 0.44
- frontier orbital gap (Eh) = 0.3137

```
! RIJCOSX wB97M-V def2-TZVPD def2/J DEFGRID3
* xyz 0 1
N -3.87416 -0.76609 -3.11727
S -3.38597 -0.77250 -1.49910
O -2.77994 -2.05052 -1.26152
O -4.49453 -0.35636 -0.68969
C -2.14094 0.49095 -1.52559
C -0.95163 0.22700 -2.17590
C 0.05001 1.17625 -2.16388
C -0.13828 2.37960 -1.47971
N 0.94760 3.25066 -1.34870
C 1.27499 3.82111 -0.13264
O 0.46484 4.22344 0.66827
C 2.76768 4.08211 0.02702
S 3.79742 2.66885 -0.50820
C 2.76102 1.37311 0.07059
N 1.73306 1.76697 0.78818
C 0.81572 0.81482 1.05358
N -0.26013 1.27658 1.71002
C -1.49311 0.67732 1.96776
C -2.45651 1.45074 2.61285
C -3.70382 0.92192 2.88314
C -4.00610 -0.37862 2.51508
C -3.05230 -1.14508 1.86873
C -1.80070 -0.62609 1.59424
N 0.95929 -0.45227 0.69771
C 2.08623 -0.75287 0.04257
N 2.27324 -2.01556 -0.34476
C 3.51035 -2.46495 -0.94008
C 4.18490 -3.45647 0.01635
O 3.32155 -4.52383 0.33397
C 2.13616 -4.06254 0.94288
C 1.38306 -3.09127 0.02580
N 3.02412 0.14828 -0.31775
C -1.36304 2.65173 -0.87213
C -2.36387 1.69715 -0.89461
H -3.88823 -1.69633 -3.50380
H -4.76773 -0.31455 -3.22831
H -0.81668 -0.72869 -2.65522
H 0.99698 0.97643 -2.64624
H 1.74946 2.98739 -1.91343
H 2.97259 4.30108 1.07403
H 3.07796 4.92473 -0.59196
H -0.20753 2.27368 1.89242
H -2.22139 2.46822 2.89179
H -4.44411 1.53108 3.38059
H -4.98280 -0.78729 2.72053
H -3.28124 -2.15237 1.55959
H -1.06539 -1.21597 1.07675
H 3.28112 -2.97053 -1.88442
H 4.14688 -1.60036 -1.12246
H 4.48418 -2.92769 0.93432
H 5.06553 -3.90308 -0.44740
H 2.37326 -3.55637 1.89121
H 1.53239 -4.94781 1.14588
H 1.07113 -3.61501 -0.88400
H 0.51092 -2.67782 0.52728
H -1.50204 3.58752 -0.35732
H -3.31149 1.86016 -0.40703
*
```

=====

No. 4
Here is a structure of composition C21H24AsIrO3S4Sb from the OMol25 dataset. Energies are from wB97M-V/def2-TZVPD.

Values from the calculation:
- HOMO energy (eV) = -2.24
- strongest force on any atom (eV/Å) = 11.49
- energy above the lowest of the compared OMol25 structures with the same formula, charge and spin (kJ/mol) = 1536.51
- LUMO level (eV) = 2.07
- frontier orbital gap (Eh) = 0.1582

```
! RIJCOSX wB97M-V def2-TZVPD def2/J DEFGRID3
* xyz -1 1
Ir -0.12361 -0.01099 0.07895
S -2.76776 -1.81293 3.72987
Sb -2.83071 0.28006 3.27447
S -0.53650 0.34688 2.52094
S -2.42203 -0.07903 0.91404
O 0.30847 -0.29715 -1.99727
As 1.78987 -0.24752 -2.81896
C 1.58263 1.15727 -4.13433
C 0.56060 1.07298 -5.07489
C 0.40352 2.07690 -6.01942
C 1.26615 3.16710 -6.02630
C 2.28541 3.25263 -5.08719
C 2.44471 2.24830 -4.14078
C 1.98814 -2.01532 -3.57051
C 2.09348 -2.20043 -4.94557
C 2.23695 -3.48154 -5.46312
C 2.27600 -4.57462 -4.60795
C 2.17226 -4.38781 -3.23382
C 2.02905 -3.10969 -2.71504
C 3.27660 0.13487 -1.49449
C 2.97700 0.34031 -0.08741
C 4.00301 0.59083 0.78844
C 5.32768 0.64840 0.31254
C 5.61772 0.45618 -1.02276
C 4.58357 0.19546 -1.93834
H -0.11437 0.22552 -5.07152
H -0.39156 2.01085 -6.75060
H 1.14267 3.95002 -6.76349
H 2.95637 4.10201 -5.09209
H 3.24139 2.32178 -3.41036
H 2.06613 -1.35137 -5.61788
H 2.31872 -3.62704 -6.53268
H 2.38791 -5.57292 -5.01110
H 2.20315 -5.23976 -2.56767
H 1.94810 -2.96748 -1.64335
H 1.75768 0.28741 0.36007
H 3.79976 0.74195 1.83872
H 6.13091 0.84673 1.00961
H 6.64382 0.50468 -1.36477
H 4.81716 0.04188 -2.98877
C 2.64370 3.09890 1.58974
S 1.38672 1.95123 2.28002
C 2.31216 1.53013 3.76486
O 1.38398 0.69794 1.38915
H 2.75658 3.93816 2.27575
H 2.28190 3.45926 0.62641
H 3.60027 2.60808 1.44743
H 2.44750 2.42994 4.36476
H 3.28070 1.10592 3.50093
H 1.73641 0.79778 4.32642
C -1.67496 -0.74677 -1.27639
H -1.26941 -1.55898 -1.88708
H -1.99508 0.07537 -1.92239
H -2.53822 -1.12587 -0.73620
O 1.72300 0.04008 -0.61071
*
```

=====

No. 5
Here is a structure of composition C21H24BF4HfN3O from the OMol25 dataset. Energies are from wB97M-V/def2-TZVPD.

Values from the calculation:
- HOMO energy (eV) = -14.73
- strongest force on any atom (eV/Å) = 3.36
- LUMO level (eV) = -6.82
- frontier orbital gap (Eh) = 0.2906

```
! RIJCOSX wB97M-V def2-TZVPD def2/J DEFGRID3
* xyz 2 1
Hf 1.15675 -0.90234 0.23148
C -0.56422 -2.07911 4.22491
C -1.68388 -2.83816 3.92780
C -2.03604 -3.01855 2.59876
C -1.26456 -2.44270 1.60264
N -0.16892 -1.71263 1.89204
C 0.16310 -1.54665 3.17987
C -1.60106 -2.54146 0.16698
C -2.61447 -3.36403 -0.30612
C -2.91556 -3.37038 -1.65713
C -2.18515 -2.55245 -2.50637
C -1.18038 -1.77754 -1.96798
N -0.87495 -1.76342 -0.66209
H -0.25469 -1.90321 5.24466
H -2.27705 -3.28533 4.71358
H -2.91592 -3.59579 2.36036
H 1.05682 -0.97410 3.38255
H -3.16583 -4.00259 0.36626
H -3.70616 -4.00453 -2.03439
H -2.38358 -2.52796 -3.56813
H -0.57896 -1.14449 -2.60747
C -2.09293 3.91199 -1.76504
N -0.88595 3.09894 -2.08923
C 0.31917 3.93492 -2.36424
C -0.62837 1.97336 -1.11935
C 0.05592 2.27630 0.21074
C 0.04208 3.52307 0.82448
C 0.74668 3.74796 1.99949
C 1.45280 2.71369 2.58132
C 1.42107 1.45939 1.99286
C 0.72596 1.18210 0.80159
H -2.24196 4.66194 -2.53845
H -1.97754 4.40803 -0.80966
H -2.96723 3.26640 -1.72284
H -1.10177 2.64002 -2.97412
H 0.62984 4.46055 -1.47008
H 0.08383 4.65806 -3.14171
H 1.13360 3.29695 -2.70130
H 0.01929 1.27348 -1.64733
H -1.58822 1.48347 -0.94188
H -0.50388 4.36107 0.41654
H 0.74865 4.73367 2.44425
H 2.02852 2.87968 3.48207
H 2.00643 0.68045 2.47855
C 2.57562 -2.33235 -2.83990
C 1.89335 -1.80443 -1.64631
O 1.58056 -0.55188 -1.64551
H 2.70241 -1.57772 -3.61470
H 2.04543 -3.20722 -3.22467
H 3.54759 -2.70283 -2.50233
F 3.21506 -0.18719 0.48217
B 3.79735 -1.43284 1.00299
F 4.25488 -2.16368 -0.02927
F 4.52586 -1.24137 2.08987
F 2.43064 -2.07658 1.39884
*
```

=====

Look up the strongest force on any atom of the third one.
1.01 eV/Å

=====

What did the fourth record say?
Here is a structure of composition C21H24AsIrO3S4Sb from the OMol25 dataset. Energies are from wB97M-V/def2-TZVPD.

Values from the calculation:
- HOMO energy (eV) = -2.24
- strongest force on any atom (eV/Å) = 11.49
- energy above the lowest of the compared OMol25 structures with the same formula, charge and spin (kJ/mol) = 1536.51
- LUMO level (eV) = 2.07
- frontier orbital gap (Eh) = 0.1582

```
! RIJCOSX wB97M-V def2-TZVPD def2/J DEFGRID3
* xyz -1 1
Ir -0.12361 -0.01099 0.07895
S -2.76776 -1.81293 3.72987
Sb -2.83071 0.28006 3.27447
S -0.53650 0.34688 2.52094
S -2.42203 -0.07903 0.91404
O 0.30847 -0.29715 -1.99727
As 1.78987 -0.24752 -2.81896
C 1.58263 1.15727 -4.13433
C 0.56060 1.07298 -5.07489
C 0.40352 2.07690 -6.01942
C 1.26615 3.16710 -6.02630
C 2.28541 3.25263 -5.08719
C 2.44471 2.24830 -4.14078
C 1.98814 -2.01532 -3.57051
C 2.09348 -2.20043 -4.94557
C 2.23695 -3.48154 -5.46312
C 2.27600 -4.57462 -4.60795
C 2.17226 -4.38781 -3.23382
C 2.02905 -3.10969 -2.71504
C 3.27660 0.13487 -1.49449
C 2.97700 0.34031 -0.08741
C 4.00301 0.59083 0.78844
C 5.32768 0.64840 0.31254
C 5.61772 0.45618 -1.02276
C 4.58357 0.19546 -1.93834
H -0.11437 0.22552 -5.07152
H -0.39156 2.01085 -6.75060
H 1.14267 3.95002 -6.76349
H 2.95637 4.10201 -5.09209
H 3.24139 2.32178 -3.41036
H 2.06613 -1.35137 -5.61788
H 2.31872 -3.62704 -6.53268
H 2.38791 -5.57292 -5.01110
H 2.20315 -5.23976 -2.56767
H 1.94810 -2.96748 -1.64335
H 1.75768 0.28741 0.36007
H 3.79976 0.74195 1.83872
H 6.13091 0.84673 1.00961
H 6.64382 0.50468 -1.36477
H 4.81716 0.04188 -2.98877
C 2.64370 3.09890 1.58974
S 1.38672 1.95123 2.28002
C 2.31216 1.53013 3.76486
O 1.38398 0.69794 1.38915
H 2.75658 3.93816 2.27575
H 2.28190 3.45926 0.62641
H 3.60027 2.60808 1.44743
H 2.44750 2.42994 4.36476
H 3.28070 1.10592 3.50093
H 1.73641 0.79778 4.32642
C -1.67496 -0.74677 -1.27639
H -1.26941 -1.55898 -1.88708
H -1.99508 0.07537 -1.92239
H -2.53822 -1.12587 -0.73620
O 1.72300 0.04008 -0.61071
*
```

=====

Look up the strongest force on any atom of the fifth one.
3.36 eV/Å

=====

What is the strongest force on any atom in the second record?
4.77 eV/Å